## A
{
  "formula": "C5H13N2O",
  "method": "wB97M-V/def2-TZVPD",
  "elements": ["C", "C", "C", "N", "H", "H", "H", "H", "H", "H", "C", "O", "C", "N", "H", "H", "H", "H", "H", "H", "H"],
  "positions_angstrom": [[-0.639, -1.912, 1.997], [-0.854, -2.563, 0.861], [-0.519, 0.239, 3.042], [-0.530, -0.503, 2.011], [-0.546, -2.410, 2.948], [-0.953, -2.006, -0.061], [-1.028, -3.627, 0.871], [-0.463, 1.311, 2.928], [-0.581, -0.231, 4.017], [-0.501, -0.029, 1.064], [0.269, 1.484, -1.248], [-0.577, 0.706, -0.358], [0.775, 0.658, -2.410], [1.808, 1.458, -3.094], [-0.315, 2.334, -1.588], [1.098, 1.805, -0.622], [-1.395, 0.446, -0.797], [1.123, -0.325, -2.081], [-0.046, 0.516, -3.115], [2.070, 0.943, -3.925], [2.628, 1.457, -2.502]],
  "lumo_energy_ha": -0.177,
  "multiplicity": 1,
  "orbital_gap_ev": 7.9,
  "total_charge": 1
}

---

## B
{
  "formula": "C5H13N2O",
  "method": "wB97M-V/def2-TZVPD",
  "elements": ["C", "N", "C", "C", "C", "N", "C", "O", "H", "H", "H", "H", "H", "H", "H", "H", "H", "H", "H", "H", "H"],
  "positions_angstrom": [[-0.459, -0.730, -3.243], [-0.448, -0.442, -1.984], [-1.091, 0.685, -1.401], [-0.936, 0.743, 0.146], [0.410, 0.274, 0.720], [0.526, -1.236, 0.598], [0.698, 0.678, 2.159], [1.657, -0.323, 2.591], [0.078, -1.656, -3.505], [-0.932, -0.341, -4.079], [-2.245, 0.579, -1.628], [-0.647, 1.687, -1.802], [-1.817, 0.161, 0.485], [-1.145, 1.789, 0.486], [1.257, 0.691, 0.090], [-0.098, -1.650, 1.351], [0.293, -1.518, -0.290], [1.632, -1.547, 0.881], [0.947, 1.758, 2.362], [-0.135, 0.418, 2.965], [2.455, -0.019, 3.097]],
  "lumo_energy_ha": -0.110,
  "multiplicity": 1,
  "orbital_gap_ev": 10.6,
  "smiles": "C=NCC[C@H]([NH3+])CO",
  "total_charge": 1
}

---

## C
{
  "formula": "C5H13N2O",
  "method": "wB97M-V/def2-TZVPD",
  "elements": ["C", "C", "N", "C", "C", "O", "C", "N", "H", "H", "H", "H", "H", "H", "H", "H", "H", "H", "H", "H", "H"],
  "positions_angstrom": [[-0.842, 1.513, 1.167], [0.315, 0.581, 1.023], [0.733, 0.269, -0.423], [2.031, 0.411, -1.016], [0.111, -0.805, 0.437], [0.787, -1.887, 0.806], [-1.240, -1.363, -0.075], [-1.720, -0.398, -0.962], [-0.684, 2.230, 0.375], [-1.024, 2.053, 2.154], [-1.848, 0.971, 0.956], [1.183, 0.857, 1.698], [-0.045, 0.813, -0.985], [2.279, -0.437, -1.698], [2.094, 1.364, -1.612], [2.859, 0.332, -0.253], [1.667, -1.769, 1.199], [-1.858, -1.496, 0.783], [-0.992, -2.322, -0.470], [-2.700, -0.615, -1.298], [-1.107, -0.302, -1.806]],
  "lumo_energy_ha": -0.106,
  "multiplicity": 1,
  "orbital_gap_ev": 11.0,
  "smiles": "C[C@@H]1[N@@H+](C)[C@]1(O)CN",
  "total_charge": 1
}

---

Q: Which of them is the most stable? A: A.

---

## A
{
  "formula": "C2H5NO2S",
  "method": "wB97M-V/def2-TZVPD",
  "elements": ["N", "C", "O", "H", "O", "C", "S", "H", "H", "H", "H"],
  "positions_angstrom": [[0.991, 0.018, -1.693], [2.041, 0.155, -1.104], [2.983, 0.229, -0.427], [0.864, -0.525, -2.573], [-1.586, 0.896, -0.162], [-1.277, 0.380, 1.085], [-0.845, -1.394, 0.715], [-0.948, 0.755, -0.857], [-2.072, 0.346, 1.759], [-0.491, 0.679, 1.780], [0.340, -1.539, 1.476]],
  "lumo_energy_ha": 0.017,
  "multiplicity": 1,
  "orbital_gap_ev": 9.4,
  "smiles": "N=C=O.OCS"
}

---

## B
{
  "formula": "C2H5NO2S",
  "method": "wB97M-V/def2-TZVPD",
  "elements": ["C", "C", "N", "O", "O", "S", "H", "H", "H", "H", "H"],
  "positions_angstrom": [[-0.603, -0.074, 0.511], [0.102, 0.578, -0.684], [1.432, -1.571, -0.303], [2.266, 0.501, 0.948], [-0.393, -1.409, 0.396], [1.869, 0.043, -0.364], [-0.378, 0.200, 1.518], [-1.622, 0.046, 0.150], [-0.394, 0.096, -1.392], [0.158, 1.630, -0.841], [1.834, -2.297, 0.259]],
  "lumo_energy_ha": [-0.038, -0.038],
  "multiplicity": 1,
  "orbital_gap_ev": [8.8, 8.8]
}

---

Q: Which of them is the most stable? A: A.

---

## A
{
  "formula": "C4H8O3S",
  "method": "wB97M-V/def2-TZVPD",
  "elements": ["C", "C", "C", "C", "O", "O", "O", "S", "H", "H", "H", "H", "H", "H", "H", "H"],
  "positions_angstrom": [[-0.101, 1.307, 0.824], [0.010, 1.154, -0.761], [0.372, 0.055, 0.113], [-1.846, -1.130, 0.219], [2.881, 0.959, -0.296], [2.407, -1.473, -0.571], [-0.378, -1.191, 0.043], [2.355, -0.160, 0.396], [0.613, 1.762, 1.533], [-1.175, 1.165, 1.040], [-1.059, 1.154, -1.071], [0.738, 1.667, -1.504], [-2.043, -2.091, 0.562], [-2.085, -0.405, 0.961], [-2.147, -0.862, -0.734], [1.459, -1.910, -0.751]],
  "lumo_energy_ha": 0.028,
  "multiplicity": 1,
  "orbital_gap_ev": 10.1
}

---

## B
{
  "formula": "C4H8O3S",
  "method": "wB97M-V/def2-TZVPD",
  "elements": ["C", "S", "O", "O", "C", "O", "C", "C", "H", "H", "H", "H", "H", "H", "H", "H"],
  "positions_angstrom": [[-0.326, 1.380, 1.623], [0.327, -0.300, 1.152], [1.755, -0.173, 1.094], [-0.172, -1.299, 2.062], [-0.418, -0.366, -0.508], [-1.747, -0.390, -0.518], [0.424, 0.304, -1.540], [0.636, -1.214, -1.561], [-0.988, 1.251, 2.468], [0.392, 2.090, 2.070], [-0.804, 1.618, 0.664], [-2.020, -1.138, 0.081], [1.179, 1.011, -1.134], [-0.195, 0.501, -2.415], [0.522, -1.624, -2.536], [1.436, -1.649, -1.003]],
  "lumo_energy_ha": 0.025,
  "multiplicity": 1,
  "orbital_gap_ev": 10.4,
  "smiles": "CS(=O)(=O)C1(O)CC1"
}

---

Q: Which of them is the most stable? A: B.

---

## A
{
  "formula": "C2H6N2S2",
  "method": "wB97M-V/def2-TZVPD",
  "elements": ["N", "N", "C", "S", "C", "S", "H", "H", "H", "H", "H", "H"],
  "positions_angstrom": [[-0.408, -1.917, -1.618], [-0.507, -1.031, -0.515], [0.053, 0.162, -0.425], [0.871, 0.902, -1.691], [-0.092, 0.944, 0.864], [-0.420, 0.115, 2.452], [-0.827, -1.416, -2.404], [0.577, -1.947, -1.845], [-0.927, -1.442, 0.333], [-0.969, 1.578, 0.659], [0.814, 1.548, 0.960], [0.748, -0.571, 2.423]],
  "lumo_energy_ha": 0.022,
  "multiplicity": 1,
  "orbital_gap_ev": 9.1,
  "smiles": "NNC(=S)CS"
}

---

## B
{
  "formula": "C2H6N2S2",
  "method": "wB97M-V/def2-TZVPD",
  "elements": ["C", "N", "S", "C", "N", "S", "H", "H", "H", "H", "H", "H"],
  "positions_angstrom": [[1.848, -0.270, -0.269], [0.463, 0.134, -0.410], [0.337, 1.829, -0.089], [-0.558, -0.717, -0.073], [-1.790, -0.556, 0.167], [-2.824, 0.751, -0.295], [1.860, -1.419, -0.285], [2.309, 0.049, 0.753], [2.426, 0.189, -1.026], [0.106, 1.683, 1.297], [-0.205, -1.713, 0.210], [-3.972, 0.040, 0.019]],
  "lumo_energy_ha": 0.024,
  "multiplicity": 1,
  "orbital_gap_ev": 9.0,
  "smiles": "CN(S)/C=N\\S"
}

---

## C
{
  "formula": "C2H6N2S2",
  "method": "wB97M-V/def2-TZVPD",
  "elements": ["H", "N", "C", "C", "S", "N", "S", "H", "H", "H", "H", "H"],
  "positions_angstrom": [[-0.581, 1.817, 0.038], [0.336, 1.500, -0.147], [0.285, 0.246, -0.202], [-0.982, -0.628, 0.047], [-2.452, 0.178, -0.617], [1.406, -0.539, -0.323], [2.945, 0.122, -0.504], [-0.986, -0.611, 1.131], [-0.874, -1.617, -0.340], [-3.176, 0.228, 0.509], [1.190, -1.499, -0.221], [2.889, 0.802, 0.627]],
  "lumo_energy_ha": 0.020,
  "multiplicity": 1,
  "orbital_gap_ev": 9.4,
  "smiles": "[H]/N=C(\\CS)NS"
}

---

## D
{
  "formula": "C2H6N2S2",
  "method": "wB97M-V/def2-TZVPD",
  "elements": ["C", "C", "N", "N", "S", "S", "H", "H", "H", "H", "H", "H"],
  "positions_angstrom": [[2.237, -0.009, -0.235], [-1.174, -0.735, 0.141], [-0.520, 1.082, -1.025], [-0.579, -0.283, -1.025], [2.120, 1.500, 0.222], [3.558, -1.122, -0.031], [-0.615, -0.264, 0.900], [-2.179, -0.374, 0.367], [-1.293, -1.824, 0.207], [0.381, 1.228, -1.425], [-1.005, 1.657, -0.340], [4.369, -0.519, 1.030]],
  "lumo_energy_ha": [-0.048, -0.009],
  "multiplicity": 1,
  "orbital_gap_ev": [6.2, 8.0]
}

---

Q: Which of them is the most stable? A: A.

---

## A
{
  "formula": "C2H4N2O2S2",
  "method": "wB97M-V/def2-TZVPD",
  "elements": ["O", "C", "S", "C", "N", "S", "N", "O", "H", "H", "H", "H"],
  "positions_angstrom": [[-1.986, 0.522, 0.484], [-1.138, -0.235, 0.025], [-1.508, -1.885, -0.430], [0.270, 0.093, -0.032], [0.880, -1.051, 0.149], [2.587, -0.814, -0.144], [0.700, 1.261, -0.450], [-0.361, 2.229, -0.420], [-2.850, -1.763, -0.242], [2.811, -1.967, 1.065], [1.683, 1.664, -0.263], [-1.087, 1.945, 0.258]],
  "lumo_energy_ha": -0.014,
  "multiplicity": 1,
  "orbital_gap_ev": 8.5,
  "smiles": "O=C(S)/C(=N/S)NO"
}

---

## B
{
  "formula": "C2H4N2O2S2",
  "method": "wB97M-V/def2-TZVPD",
  "elements": ["C", "C", "N", "N", "O", "O", "S", "S", "H", "H", "H", "H"],
  "positions_angstrom": [[-3.610, -0.261, 0.511], [0.252, -0.846, 0.803], [-4.614, -0.635, 0.951], [-1.903, 0.629, 0.333], [-2.039, -1.890, -0.077], [-0.642, -0.478, -1.586], [-1.852, 2.011, -0.604], [-1.143, -0.751, -0.256], [0.244, -0.393, 1.740], [0.667, -1.879, 0.871], [0.918, -0.313, 0.264], [-2.142, 1.607, -1.754]],
  "lumo_energy_ha": [-0.063, -0.063],
  "multiplicity": 1,
  "orbital_gap_ev": [9.1, 9.1]
}

---

Q: Which of them is the most stable? A: A.

---

## A
{
  "formula": "C3H11N3",
  "method": "wB97M-V/def2-TZVPD",
  "elements": ["H", "N", "C", "N", "H", "H", "H", "C", "N", "C", "H", "H", "H", "H", "H", "H", "H"],
  "positions_angstrom": [[-2.275, -0.312, 4.198], [-2.344, -0.184, 3.104], [-3.404, 0.237, 2.591], [-3.266, 0.812, 1.295], [-4.446, 0.108, 2.945], [-4.022, 0.772, 0.709], [-2.296, 0.610, 0.922], [3.117, 0.344, -0.766], [2.438, 0.142, -2.194], [1.221, -0.728, -2.120], [3.303, 1.432, -0.813], [2.333, 0.043, -0.048], [4.019, -0.198, -0.728], [3.014, -0.386, -2.716], [1.213, -1.547, -1.435], [1.079, -1.094, -3.200], [0.318, -0.051, -1.746]],
  "lumo_energy_ha": 0.037,
  "multiplicity": 1,
  "orbital_gap_ev": 10.0,
  "smiles": "[H]/N=C/N.CNC"
}

---

## B
{
  "formula": "C3H11N3",
  "method": "wB97M-V/def2-TZVPD",
  "elements": ["C", "C", "N", "N", "C", "N", "H", "H", "H", "H", "H", "H", "H", "H", "H", "H", "H"],
  "positions_angstrom": [[1.821, -0.799, -0.269], [0.925, 0.140, 0.529], [1.490, 1.457, 0.672], [-0.409, 0.416, -0.097], [-1.473, -0.558, 0.154], [-2.768, -0.121, -0.305], [1.373, -1.788, -0.344], [2.782, -0.877, 0.234], [1.996, -0.401, -1.269], [0.713, -0.269, 1.525], [0.524, 1.974, 0.767], [1.885, 1.781, -0.207], [-0.291, 0.534, -1.099], [-1.269, -1.534, -0.318], [-1.520, -0.710, 1.238], [-3.002, 0.776, 0.104], [-2.776, -0.019, -1.315]],
  "lumo_energy_ha": 0.040,
  "multiplicity": 1,
  "orbital_gap_ev": 9.9,
  "smiles": "C[C@@H](N)NCN"
}

---

## C
{
  "formula": "C3H11N3",
  "method": "wB97M-V/def2-TZVPD",
  "elements": ["C", "C", "C", "N", "N", "N", "H", "H", "H", "H", "H", "H", "H", "H", "H", "H", "H"],
  "positions_angstrom": [[2.617, 1.151, -0.060], [-0.037, -1.677, 0.129], [-0.832, -0.607, 0.791], [-1.569, 0.109, -1.284], [-2.344, 1.177, 0.521], [-1.589, 0.218, 0.112], [1.702, 0.790, -0.509], [3.286, 0.324, 0.131], [2.386, 1.652, 0.871], [0.793, -1.966, 0.765], [0.354, -1.329, -0.827], [-0.638, -2.572, -0.064], [-0.853, -0.523, 1.862], [-2.121, 0.885, -1.643], [-1.970, -0.774, -1.589], [3.096, 1.853, -0.735], [-2.282, 1.289, 1.529]],
  "lumo_energy_ha": 0.035,
  "multiplicity": 1,
  "orbital_gap_ev": 8.4
}

---

Q: Which of them is the most stable? A: B.